1.
This record from the OMol25 dataset describes one molecule with the formula C4H5BrClN5 at a distorted geometry. The level of theory is the ωB97M-V functional and the def2-TZVPD basis.

Calculated values
Energy above the lowest of the compared OMol25 structures with the same formula, charge and spin: 19.26 kJ/mol
SMILES: N\N=N/C=N\C=C(Cl)/N=C\Br
M: 238.5 g mol⁻¹
E: -94239.51867 eV
Gap between HOMO and LUMO: 7.7 eV

Each line ends with the natural charge from an NBO analysis.
Geometry (Å):
C  0.2420  -0.6289  -1.6253  0.227
C  -1.7200  0.7871  0.4438  0.117
C  -2.6669  -1.4427  0.8236  0.173
C  -0.9541  1.2258  -0.5793  -0.056
N  -0.4412  0.4654  -1.6202  -0.465
N  -2.0534  -0.3876  0.9830  -0.434
N  0.6539  -1.3293  -0.5176  -0.282
N  1.1264  -1.0613  0.6061  0.112
N  1.7508  0.1359  0.6795  -0.614
Cl  -2.1542  2.0605  1.6520  -0.051
Br  -3.1629  -1.8862  -1.0262  -0.118
H  0.3160  -1.2143  -2.6091  0.214
H  -2.8752  -2.3166  1.3122  0.210
H  -0.8216  2.1982  -0.6779  0.213
H  1.8942  0.7896  -0.0523  0.374
H  2.4847  0.1227  1.3360  0.380


2.
This record from the OMol25 dataset describes C38H52AsGeN4SSbScSe2 as an isolated structure. The level of theory is the ωB97M-V functional and the def2-TZVPD basis.

Calculated values
Energy above the lowest of the compared OMol25 structures with the same formula, charge and spin: 0.00 kJ/mol
M: 1069.1 g mol⁻¹
E: -332310.27951 eV
Gap between HOMO and LUMO: 7.6 eV
Net charge: +3

Each line ends with the Mulliken charge.
Geometry (Å):
Sc  -0.5528  0.6206  -0.4741  -0.784
C  -2.7519  4.8316  0.9962  -0.763
N  -1.6644  5.0686  0.0495  0.268
C  -0.9003  6.2138  0.0037  -0.565
C  -0.0346  6.0712  -1.0223  -0.527
N  -0.2768  4.8376  -1.5890  0.473
C  0.3915  4.3576  -2.7953  -0.811
C  -1.2666  4.2311  -0.9201  -0.239
Se  -2.0911  2.5743  -1.3071  -0.299
H  -2.9829  5.7705  1.4906  0.321
H  -2.4511  4.0967  1.7414  0.229
H  -3.6324  4.4812  0.4642  0.396
H  -1.0535  7.0304  0.6873  0.519
H  0.7122  6.7409  -1.4120  0.563
H  1.4687  4.3911  -2.6471  0.394
H  0.1201  4.9928  -3.6358  0.369
H  0.0710  3.3391  -2.9934  0.065
C  5.2556  -2.0540  -3.5994  -0.636
C  4.1932  -2.5458  -4.3419  -0.759
C  2.8914  -2.4166  -3.8706  -0.664
C  2.6591  -1.7914  -2.6496  0.892
C  3.7281  -1.2804  -1.9117  -0.420
C  5.0242  -1.4196  -2.3836  -0.876
Sb  0.6776  -1.6549  -1.9337  2.002
C  0.6586  -2.9196  -0.2254  1.234
C  -0.3826  -3.8187  -0.0075  -0.688
C  -0.3701  -4.6440  1.1088  -0.965
C  0.6823  -4.5785  2.0111  -0.748
C  1.7249  -3.6865  1.7982  -0.435
C  1.7117  -2.8533  0.6872  -1.174
C  -0.4247  -2.7295  -3.3544  0.257
C  -0.3635  -4.1221  -3.3858  -0.306
C  -1.0795  -4.8169  -4.3503  -0.777
C  -1.8454  -4.1280  -5.2835  -0.611
C  -1.8900  -2.7405  -5.2655  -0.706
C  -1.1791  -2.0402  -4.3007  -0.660
H  6.2674  -2.1653  -3.9649  0.432
H  4.3734  -3.0393  -5.2874  0.460
H  2.0717  -2.8155  -4.4562  0.467
H  3.5663  -0.7696  -0.9679  0.367
H  5.8557  -1.0414  -1.8032  0.470
H  -1.1862  -3.9161  -0.7244  0.715
H  -1.1695  -5.3578  1.2590  0.508
H  0.7002  -5.2417  2.8657  0.500
H  2.5616  -3.6551  2.4854  0.526
H  2.5513  -2.1894  0.5227  0.262
H  0.2423  -4.6694  -2.6731  0.520
H  -1.0328  -5.8973  -4.3794  0.453
H  -2.3979  -4.6755  -6.0351  0.445
H  -2.4667  -2.2067  -6.0095  0.478
H  -1.1990  -0.9547  -4.3065  0.509
N  2.4395  1.4860  -2.5857  -0.127
C  2.3348  1.9710  -1.3517  0.349
N  1.2398  1.8798  -0.5992  1.161
C  1.4030  2.6503  0.5784  0.702
C  0.4188  2.9071  1.5259  -0.090
C  0.7403  3.6694  2.6395  -1.108
C  2.0223  4.1888  2.8052  -1.218
C  2.9999  3.9725  1.8469  -0.536
C  2.6684  3.2084  0.7386  0.358
S  3.6603  2.8416  -0.6528  -0.271
H  1.7220  0.8812  -2.9510  -0.141
H  3.3411  1.4222  -3.0339  0.343
H  -0.6019  2.5536  1.3980  -0.295
H  -0.0164  3.8763  3.3860  0.555
H  2.2542  4.7827  3.6784  0.526
H  3.9884  4.3974  1.9592  0.515
C  -3.3977  -2.5549  -1.2386  -0.906
As  -3.0840  -0.6458  -1.1554  0.558
C  -4.3676  -0.1502  0.2199  -1.056
C  -4.0069  -0.0280  -2.7469  -1.133
H  -4.4648  -2.7023  -1.4007  0.600
H  -3.1067  -3.0157  -0.2967  0.313
H  -2.8414  -2.9939  -2.0652  0.148
H  -5.3548  -0.4905  -0.0909  0.508
H  -4.3833  0.9314  0.3438  0.327
H  -4.1163  -0.6316  1.1641  0.289
H  -4.9923  -0.4927  -2.7631  0.478
H  -3.4602  -0.3198  -3.6388  0.258
H  -4.1221  1.0539  -2.7246  0.465
C  2.2542  -0.9051  5.6025  -1.177
Ge  0.4045  -0.8259  5.0118  0.626
C  -0.6031  0.5263  5.9905  -1.181
C  -0.4902  -2.5522  5.0296  -1.075
C  0.5801  -0.2785  3.0800  -0.497
Se  -1.0427  -0.4557  2.0086  0.412
C  -2.1622  0.9110  2.8489  -0.918
H  2.2967  -1.2278  6.6428  0.403
H  2.7293  0.0739  5.5360  0.379
H  2.8287  -1.6147  5.0070  0.373
H  -0.4501  0.3563  7.0570  0.427
H  -1.6743  0.4647  5.8045  0.363
H  -0.2584  1.5381  5.7717  0.331
H  -0.7820  -2.8029  6.0494  0.460
H  0.1748  -3.3343  4.6666  0.242
H  -1.3909  -2.5488  4.4133  0.359
H  1.2790  -0.9720  2.6132  -0.111
H  0.9562  0.7381  2.9663  0.339
H  -2.8211  0.4229  3.5602  0.495
H  -2.7500  1.4131  2.0839  0.186
H  -1.5098  1.6113  3.3641  0.308